#w
Below is an isolated molecule of C6H10OSi, with properties calculated with wB97M-V/def2-TZVPD.

Cartesian coordinates (Å):
C 2.59438 -0.71492 -1.69224
C 1.56675 -0.51210 -0.57521
O 0.27324 -0.77987 -0.98655
Si -1.03720 -0.74656 -0.09952
C -1.06627 -0.46434 1.76575
C -1.65865 0.71753 1.98332
C -1.90597 1.65411 0.93662
C -1.92519 1.30616 -0.35432
H 3.55951 -0.79743 -1.20413
H 2.45653 -1.56899 -2.34745
H 2.43013 0.16510 -2.42830
H 1.69367 0.43953 -0.30761
H 1.72701 -1.22882 0.25989
H -1.87940 -1.85778 -0.36889
H -0.67871 -1.11676 2.46278
H -1.84197 1.05345 2.94977
H -2.12599 2.63409 1.26837
H -2.18186 1.81760 -1.26230

Calculated values
* SMILES: CCO[SiH]1C=CC=C1
* orbital gap: 9.17 eV
* multiplicity: 1
* LUMO energy: 0.5 eV

Results of the natural (NBO) charge analysis, in e, for atoms 1 through 2: number 1, C, carries -0.624; number 2, C, carries -0.036



#x
Below is a cluster of 2 separate species, C6H10OSi in total, with properties calculated with wB97M-V/def2-TZVPD.

Cartesian coordinates (Å):
C 3.25096 -0.73976 0.56397
C 1.90792 -1.10125 0.21556
C 3.20730 0.64358 0.65059
C 1.19919 0.09322 0.08073
C -1.46671 1.77980 -0.29196
C -1.61247 -1.28383 -0.17370
O 2.03400 1.07168 0.38356
Si -0.48053 0.23127 -0.71556
H 4.15127 -1.29813 0.58796
H 1.52995 -2.02179 -0.21604
H 3.93009 1.43522 0.68101
H -1.75921 2.29640 -1.27280
H -2.48475 1.42358 0.15601
H -0.91101 2.32331 0.46216
H -2.68792 -1.04614 -0.02657
H -1.61241 -2.04432 -0.90608
H -1.16173 -1.70761 0.72129
H -0.04281 0.81708 -2.90400

Calculated values
* orbital gap: 8.62 eV
* multiplicity: 1
* LUMO energy: 0.2 eV

Results of the natural (NBO) charge analysis, in e, for atoms 1 through 2: number 1, C, carries -0.329; number 2, C, carries -0.267



Verdict on stability: #x comes out at the bottom.